C21H19ClN4O3 | ωB97M-V with the def2-TZVPD basis set

Structure (XYZ):
```
48
Properties=species:S:1:pos:R:3:mulliken_charge:R:1
N -1.646 -6.199 1.677 -0.456
N 0.163 -3.482 -4.490 -0.480
Cl 2.187 -3.199 -1.280 -0.148
C -1.726 -5.096 1.513 -0.111
C 0.589 -2.707 -3.801 -0.308
N -1.936 1.484 -0.935 -0.564
O -2.918 0.903 -0.061 -0.380
O -1.228 1.522 1.203 -0.289
O 0.735 3.334 1.912 -0.646
C -0.977 1.844 -0.110 0.532
C -1.760 -3.004 0.095 -1.182
C -1.793 -2.909 2.491 -0.685
C 0.377 -0.300 -3.443 -1.147
C 0.604 0.844 -2.680 -0.144
C -1.881 -1.626 0.084 0.275
C -1.831 -1.522 2.440 -0.208
C 1.622 -1.645 -1.805 0.413
C -1.765 -3.686 1.357 0.672
C 0.871 -1.506 -3.022 0.707
C 1.271 0.784 -1.469 -0.197
C -1.943 -0.828 1.182 0.138
C 1.808 -0.476 -1.094 1.126
N 1.418 1.889 -0.626 -0.278
C -2.257 0.590 1.082 -0.386
C 1.638 -1.277 1.276 -0.083
C 2.586 -0.671 0.224 -1.904
C 1.283 5.019 0.409 -1.565
C 0.373 3.866 0.674 0.129
C 0.257 2.734 -0.500 -0.258
H 0.057 2.699 2.183 0.401
H -2.010 -3.645 -0.773 0.447
H -1.676 -3.587 3.406 0.314
H -0.236 -0.224 -4.343 0.437
H 0.231 1.774 -3.098 0.383
H -2.027 -1.148 -0.854 0.573
H -1.868 -0.924 3.358 0.444
H 1.798 1.560 0.254 0.396
H -2.912 0.628 1.917 0.680
H 2.186 -1.634 2.184 0.432
H 0.949 -0.498 1.640 -0.049
H 0.936 -2.099 0.854 -0.039
H 3.469 -1.326 0.073 0.456
H 3.053 0.234 0.656 0.602
H 0.939 5.786 -0.263 0.362
H 2.140 4.686 -0.063 0.432
H 1.451 5.500 1.374 0.373
H -0.644 4.297 0.668 0.376
H 0.042 3.239 -1.476 0.408
```

Computed properties:
E_LUMO, hartree: -0.01097
Relative energy (zero: lowest compared OMol25 entry of this formula, charge and spin), eV: 3.805
HOMO-LUMO gap, hartree: 0.317
Charge: 0